The following is a DFT calculation (wB97M-V/def2-TZVPD) of a cluster of 13 separate species, ClH24O16 in total in a non-equilibrium geometry.

Calculated values
LUMO energy ... 0.101 hartree
2S+1 ... 1
Charge ... -1
E_tot ... -1678.27449 Ha

The geometry in XYZ format:
```
41
Properties=species:S:1:pos:R:3:forces:R:3:mulliken_charge:R:1
Cl -21.24218 -13.77310 4.54093 -0.6023 -0.3608 0.7390 1.585
O -21.03857 -12.34911 4.21665 0.0738 -2.4119 0.3953 -0.229
O -21.99165 -14.47257 3.41223 1.1605 1.6912 2.5894 -0.936
O -19.91166 -14.46411 4.75453 -2.8713 1.6035 -0.5171 -0.308
O -22.08296 -13.86605 5.76482 1.4792 -0.0971 -2.0444 -0.839
O -20.31801 -14.55366 7.93186 0.9304 -1.3879 -0.8288 -0.638
H -19.62514 -15.19053 7.59406 -1.0633 1.2119 0.6495 0.282
H -20.95695 -14.52662 7.19581 0.2003 0.1909 0.4030 0.378
O -17.53621 -13.72909 6.14081 0.4568 -0.2469 0.6812 -0.637
H -18.35991 -13.84187 5.64757 0.4379 0.4795 -0.2950 0.232
H -16.92280 -13.10869 5.71926 -0.7625 -0.3765 -0.2620 0.315
O -21.83114 -12.64136 1.51804 -2.2340 0.8695 -0.5120 -0.685
H -20.93679 -12.74074 1.31621 2.4691 0.1645 -0.7856 0.285
H -21.96047 -13.32943 2.15708 -0.4717 -0.8025 0.4776 0.454
O -22.16034 -10.92083 7.01029 0.1097 0.4234 0.1935 -0.633
H -22.03189 -10.12758 6.47325 -0.0306 -0.2315 -0.0272 0.303
H -22.65031 -11.53350 6.46005 0.0056 -0.1592 -0.2233 0.297
O -17.35313 -12.62663 3.27421 1.3116 0.0327 1.1149 -0.650
H -17.83238 -13.43151 3.09220 -0.4590 -1.1879 0.0083 0.402
H -17.71704 -12.05046 2.63358 -0.7952 1.1862 -1.0812 0.327
O -18.46236 -14.92265 2.32580 0.3998 0.5476 0.4892 -0.617
H -18.06598 -14.97761 1.45870 -0.3168 -0.3444 -0.2724 0.216
H -19.28298 -15.43811 2.40036 -0.0587 -0.0805 -0.6101 0.332
O -19.50923 -11.13211 1.72834 1.0038 -0.8853 -1.1245 -0.762
H -18.92582 -10.37907 1.60893 -0.4826 0.3094 0.3766 0.286
H -20.20090 -10.93389 2.35029 -0.1936 0.6754 0.5180 0.419
O -18.36259 -10.82554 5.16398 -0.3476 0.3387 0.8743 -0.775
H -17.81759 -11.41488 4.65143 0.4467 -0.6048 -0.7747 0.337
H -19.00250 -11.43101 5.55717 0.0597 -0.0388 0.3318 0.350
O -18.66101 -16.83824 4.67357 0.5883 -2.5864 -1.4391 -0.656
H -18.22262 -16.93135 5.49223 0.8149 -0.1777 1.3194 0.300
H -19.14686 -16.06132 4.73982 -1.3067 2.3553 0.1415 0.332
O -20.80441 -16.43147 2.36808 2.0861 -1.9148 -1.3665 -0.748
H -21.45103 -15.98621 2.84512 -2.0804 1.7421 1.0209 0.411
H -20.42515 -16.96601 3.06522 0.5342 -0.7176 0.1150 0.319
O -20.32825 -9.47060 4.04524 -0.4618 1.7639 -0.6991 -0.745
H -21.06558 -10.03687 3.94351 -1.9687 -0.3665 -0.4043 0.245
H -19.73222 -10.05922 4.45808 2.0485 -0.6795 0.8828 0.520
O -22.93122 -10.55129 3.23549 -0.2107 0.5676 0.9420 -0.681
H -22.59774 -11.43473 3.24420 0.7870 -1.2021 0.6798 0.274
H -23.22919 -10.59705 2.34937 -0.6867 0.7074 -1.6755 0.339
```
Positions in Å, forces in eV/Å.